{
  "formula": "C31H37N4O5RhSSb",
  "method": "ωB97M-V/def2-TZVPD",
  "homo_energy_ev": -11.3,
  "orbital_gap_ev": 7.910,
  "mol_weight_g_mol": 802.39,
  "fmax_ev_per_a": 1.416,
  "total_charge": 1,
  "species": ["Rh", "C", "C", "C", "C", "C", "C", "N", "Sb", "C", "C", "C", "C", "C", "C", "N", "C", "C", "C", "C", "C", "C", "N", "H", "H", "H", "H", "H", "H", "H", "H", "H", "H", "H", "H", "H", "H", "H", "H", "H", "H", "C", "C", "C", "C", "C", "C", "C", "S", "O", "O", "N", "C", "C", "C", "O", "O", "H", "H", "H", "H", "H", "H", "H", "H", "H", "H", "H", "H", "C", "C", "C", "O", "H", "H", "H", "H", "H", "H", "H"],
  "coordinates": [[0.02, -0.21, -0.28], [-0.22, -3.05, -1.92], [-1.32, -2.85, -0.93], [-2.27, -3.87, -0.86], [-3.37, -3.77, -0.05], [-3.52, -2.61, 0.69], [-2.54, -1.63, 0.62], [-1.45, -1.74, -0.17], [-2.82, 0.00, 1.92], [-0.86, -0.17, 2.76], [-0.86, -0.16, 4.14], [0.34, -0.23, 4.83], [1.50, -0.31, 4.08], [1.45, -0.32, 2.69], [2.74, -0.41, 1.95], [0.27, -0.25, 2.02], [-2.29, 1.54, 0.57], [-3.22, 2.56, 0.48], [-2.87, 3.72, -0.19], [-1.60, 3.81, -0.71], [-0.71, 2.74, -0.62], [0.63, 2.91, -1.25], [-1.06, 1.59, 0.03], [-0.53, -3.80, -2.65], [0.01, -2.13, -2.44], [0.68, -3.41, -1.43], [-2.12, -4.75, -1.48], [-4.11, -4.56, -0.01], [-4.37, -2.47, 1.34], [-1.79, -0.09, 4.68], [0.37, -0.22, 5.91], [2.46, -0.36, 4.57], [3.57, -0.44, 2.65], [2.77, -1.32, 1.35], [2.87, 0.44, 1.30], [-4.19, 2.46, 0.95], [-3.57, 4.55, -0.29], [-1.28, 4.70, -1.22], [0.69, 3.90, -1.70], [1.42, 2.82, -0.52], [0.78, 2.16, -2.02], [7.35, -1.18, 3.07], [6.88, -0.32, 1.93], [6.08, 0.79, 2.14], [5.65, 1.58, 1.08], [6.02, 1.25, -0.21], [6.84, 0.14, -0.45], [7.25, -0.64, 0.62], [5.51, 2.26, -1.56], [5.14, 3.54, -1.02], [6.51, 2.11, -2.58], [4.12, 1.65, -2.16], [4.06, 0.31, -2.72], [3.65, -0.81, -1.75], [2.37, -0.58, -1.03], [1.65, -1.54, -0.63], [1.94, 0.59, -0.75], [7.03, -0.77, 4.03], [8.44, -1.24, 3.09], [6.97, -2.19, 2.98], [5.82, 1.07, 3.16], [5.05, 2.47, 1.25], [7.16, -0.08, -1.46], [7.89, -1.50, 0.44], [3.32, 1.90, -1.59], [5.04, 0.09, -3.14], [3.35, 0.33, -3.55], [4.42, -0.98, -1.00], [3.53, -1.74, -2.31], [-1.69, 1.45, -3.59], [-1.77, 0.24, -2.66], [-2.33, -0.95, -3.43], [-0.47, 0.00, -2.16], [-2.67, 1.67, -4.02], [-0.99, 1.23, -4.40], [-1.34, 2.33, -3.07], [-2.47, 0.48, -1.84], [-1.63, -1.25, -4.21], [-3.28, -0.68, -3.90], [-2.52, -1.80, -2.78]]
}